DFT (wB97M-V/def2-TZVPD) results for a structure of composition C5H9LuO2.

Geometry as XYZ:
```
17
Properties=species:S:1:pos:R:3:forces:R:3
C 2.41744 -0.85231 1.11788 1.1 -0.5 0.7
O 1.36664 -0.11424 0.48075 -0.3 0.0 -0.9
C 0.59913 0.69277 1.30011 -0.4 1.5 0.2
C -0.43362 1.33927 0.75089 0.0 -1.3 2.7
O -0.65198 1.16587 -0.58405 0.8 -0.3 -1.0
C -1.88996 0.43841 -1.05480 -1.5 0.2 0.2
C -1.43192 -0.73878 -1.88018 -0.9 -0.5 0.0
Lu 0.64438 -0.33654 -1.55728 1.0 0.7 -0.3
H 2.66360 -1.68873 0.45768 0.1 0.0 0.2
H 3.29230 -0.20433 1.24503 -0.2 -0.2 0.0
H 2.06580 -1.22892 2.08590 0.1 0.0 -0.3
H 0.99884 0.89851 2.29128 -0.3 -0.4 -0.1
H -2.44988 1.19968 -1.61018 0.2 -0.3 0.1
H -2.43602 0.17071 -0.14107 0.2 0.0 -0.3
H -1.75300 -0.66329 -2.92703 0.1 -0.1 0.1
H -1.78657 -1.69245 -1.46443 0.0 0.2 -0.2
H -1.21516 1.61435 1.48951 0.3 0.9 -1.2
```
Forces are in eV/Å.

## Properties
Charge: +2
Molecular weight, g/mol: 276.1
Strongest force on any atom, eV/Å: 3.01
Spin multiplicity: 1
Energy, hartree: -1581.187131